Entry 1:
Entry from the Open Molecules 2025 dataset: a 14-piece molecular cluster, C28H52BNO56S12 overall in a non-equilibrium geometry (ωB97M-V with the def2-TZVPD basis set).

Structure (XYZ):
```
150
Properties=species:S:1:pos:R:3
N -7.64167 4.50732 4.58323
H -8.21965 4.76472 3.79597
H -8.29503 4.59602 5.34831
H -7.22528 5.40313 4.79356
H -7.19423 3.60370 4.52521
O 0.25089 -2.99595 2.37066
C -0.18285 -2.00376 1.78800
O 0.00388 -0.76927 2.10012
B -0.77987 -0.01222 1.13712
O -1.28058 -0.93177 0.13545
C -0.98097 -2.06526 0.47351
O -1.17248 -3.07482 -0.26298
O 0.17177 0.93481 0.43537
C -0.30664 2.19879 0.55541
O 0.28823 3.17776 0.13565
C -1.61124 2.16047 1.40913
O -1.86591 0.96042 1.65708
O -2.45524 3.01834 1.62829
C 5.67515 -8.13979 5.45175
C 5.66808 -9.53834 5.63372
O 5.37299 -9.64447 7.07969
S 6.38882 -8.67866 7.94574
O 7.81390 -9.19665 7.97614
O 5.73506 -8.18635 9.15176
O 6.08142 -7.59324 6.67709
H 4.76996 -7.62557 5.12878
H 6.30954 -7.89283 4.60048
H 6.63160 -10.03259 5.50941
H 4.94144 -10.17232 5.12562
C -3.52997 -3.86546 -6.73726
C -2.02509 -3.83772 -6.88964
O -1.91572 -2.68640 -7.64999
S -2.69908 -1.44199 -6.97579
O -3.12342 -0.53353 -8.04986
O -1.97639 -0.91081 -5.84685
O -3.87765 -2.56014 -6.52205
H -3.84567 -4.54195 -5.94304
H -3.98648 -4.18393 -7.67443
H -1.71035 -4.73808 -7.41728
H -1.53873 -3.87945 -5.91505
C 1.77650 11.93981 -1.50925
C 3.03913 12.30076 -0.98151
O 2.85371 12.12725 0.42313
S 1.88090 10.84497 0.84554
O 0.96069 11.33787 1.87864
O 2.71612 9.66655 1.16567
O 1.32267 10.81349 -0.70483
H 2.07134 11.55169 -2.48420
H 1.03974 12.74237 -1.54366
H 3.35995 13.27455 -1.35151
H 3.62067 11.43259 -1.29164
C -1.18897 -9.11010 6.71775
C -2.19501 -8.08921 7.28704
O -3.50938 -8.40466 6.81946
S -3.44371 -9.92586 6.22010
O -4.28351 -10.07837 4.98920
O -3.46037 -10.86668 7.32390
O -1.90590 -9.77488 5.73712
H -0.77152 -9.79673 7.45422
H -0.37405 -8.60760 6.19670
H -1.98969 -7.17831 6.72469
H -2.18931 -8.08010 8.37698
C 5.04367 3.71788 -4.13427
C 4.40035 2.49532 -4.80060
O 5.34782 1.94337 -5.59367
S 6.28067 3.17115 -6.24617
O 5.43445 3.91054 -7.19624
O 7.60230 2.68661 -6.80022
O 6.27440 3.91182 -4.73608
H 5.19373 3.64696 -3.05698
H 4.35204 4.50356 -4.43833
H 3.53428 2.76417 -5.40538
H 4.07581 1.75101 -4.07343
C 4.23992 -5.75970 -2.18752
C 4.72017 -6.28860 -3.52672
O 5.43166 -7.57153 -3.32919
S 5.15813 -8.15429 -1.78771
O 6.36166 -8.83112 -1.20448
O 3.84846 -8.80665 -1.65885
O 5.06175 -6.55335 -1.39719
H 3.19599 -6.00567 -1.99311
H 4.40200 -4.68191 -2.17378
H 5.39435 -5.59346 -4.02709
H 3.87748 -6.41179 -4.20702
C 2.87883 -0.14424 8.33847
C 2.34203 -1.51712 8.56483
O 1.15809 -1.32853 9.41552
S 0.30333 0.01984 8.99058
O -0.29894 0.76749 10.10088
O -0.49544 -0.21387 7.85772
O 1.77094 0.79221 8.54662
H 3.39531 0.07951 7.40505
H 3.42444 0.30786 9.16673
H 2.99573 -2.18356 9.12754
H 2.16387 -2.13764 7.68658
C -8.48624 2.15518 -5.11728
C -7.22381 3.01910 -5.06686
O -6.49649 2.69730 -3.94141
S -7.43489 1.99421 -2.77076
O -7.52665 2.76597 -1.52150
O -7.15487 0.59819 -2.67055
O -8.78971 2.28239 -3.79291
H -8.40549 1.08611 -5.31395
H -9.31578 2.53961 -5.71073
H -7.50466 4.07041 -5.00380
H -6.67775 2.91834 -6.00482
C 7.22394 1.90291 3.52904
C 5.92018 2.38227 2.89755
O 5.37860 1.26402 2.15477
S 6.46434 0.04625 2.03169
O 7.36987 0.13764 0.90039
O 5.99311 -1.26357 2.32430
O 7.23374 0.51410 3.43741
H 7.31430 2.22854 4.56533
H 8.09282 2.41227 3.11228
H 6.29546 3.02483 2.10106
H 5.11350 2.91589 3.40016
C -4.17819 -10.08063 -1.76153
C -4.06554 -11.58785 -1.47330
O -4.58683 -11.97150 -2.76453
S -3.82009 -11.22599 -4.02066
O -4.67959 -11.17599 -5.20778
O -2.44912 -11.71672 -4.11958
O -3.85046 -9.84341 -3.12950
H -3.55118 -9.38045 -1.20951
H -5.17459 -9.64747 -1.67403
H -4.89330 -11.81898 -0.80287
H -3.07498 -11.98418 -1.25011
C -5.56614 10.89407 0.02777
C -4.82743 10.44719 1.30956
O -4.42537 11.58804 2.00300
S -4.90427 13.01751 1.22567
O -3.87828 13.33822 0.36021
O -5.42870 14.00527 2.17235
O -6.12081 12.16372 0.47840
H -6.22868 10.20735 -0.49906
H -4.74890 11.12204 -0.65652
H -3.90225 10.01745 0.92555
H -5.50218 9.76224 1.82302
C -0.55590 5.94737 -7.43387
C -0.82632 6.59358 -6.09066
O 0.07855 7.55528 -5.77891
S 0.64224 8.20268 -7.21268
O 2.08798 8.19472 -7.24104
O -0.21137 9.34907 -7.67615
O 0.19879 6.87097 -8.15003
H -1.48311 5.73476 -7.96599
H -0.03708 4.99161 -7.36022
H -0.43417 5.88745 -5.35876
H -1.84869 6.85321 -5.81593
```

## Properties
Charge = 0
2S+1 = 1
E_HOMO = -8.93 eV
Frontier orbital gap = 5.72 eV


Entry 2:
Entry from the Open Molecules 2025 dataset: a 7-piece molecular cluster, C28H52Br12F7N6O4S overall in a non-equilibrium geometry (ωB97M-V with the def2-TZVPD basis set).

Structure (XYZ):
```
110
Properties=species:S:1:pos:R:3
C -2.70364 -3.36903 2.25578
N -1.37054 -4.08608 2.07515
C -0.22096 -3.10260 1.90739
C -0.31736 -2.37533 0.45693
C 0.85466 -2.52905 -0.67231
C 2.39499 -2.09749 -0.35667
C 2.81240 -0.56645 -0.73818
C 4.14491 -0.44821 -1.72960
C 4.63128 1.14605 -1.60187
N 3.71115 1.99718 -2.44896
C 3.28825 3.27523 -1.71476
N 4.22326 4.10686 -1.08762
N 1.83713 3.77283 -1.63927
C 0.03606 -1.79239 -1.92501
N -0.62254 -2.87485 -2.76504
C -1.00131 -0.75379 -1.12247
C -1.29957 0.67403 -1.83740
C -2.17602 0.53871 -3.23767
O -3.09348 1.48219 -3.46488
O -1.97655 -0.53782 -4.22223
N -0.76849 -0.89987 0.35878
S 0.06743 0.30266 1.29372
O 1.26327 -0.26996 2.15365
O 0.67022 1.48593 0.50401
C -1.09416 1.07154 2.58630
F -1.67512 -0.04129 3.42866
F -2.20332 1.73466 1.85422
C -0.36104 2.07417 3.64461
F -0.15951 1.30547 4.92936
F 0.96280 2.59047 3.24750
C -1.28484 3.38954 4.08705
F -1.32319 4.39525 2.97836
F -2.66731 2.98578 4.53943
F -0.66512 4.09029 5.27274
H -3.52704 -4.01785 2.77522
H -2.59368 -2.32992 2.77904
H -3.09574 -3.14013 1.15314
H -1.48403 -4.70815 1.24541
H -0.19627 -2.38765 2.83241
H 0.77867 -3.74041 1.93825
H -1.23058 -2.93684 -0.07053
H 0.96066 -3.70839 -0.81108
H 2.66040 -2.28362 0.78737
H 3.11505 -2.81651 -0.96564
H 1.98402 0.07830 -1.25244
H 3.10684 -0.01646 0.27054
H 4.97497 -1.19521 -1.38121
H 3.74007 -0.67068 -2.82263
H 4.52086 1.49804 -0.48806
H 5.77875 1.24081 -1.89996
H 4.26348 2.30044 -3.29309
H 3.72771 4.92081 -0.64796
H 1.26524 3.29891 -2.37199
H 1.81118 4.80162 -1.91271
H 0.77381 -1.24010 -2.65548
H -0.13719 -3.79409 -2.68916
H -1.60918 -3.07185 -2.43952
H -2.05398 -1.30501 -1.25045
H -0.24453 1.11853 -2.17876
H -1.78198 1.40254 -1.05612
H -0.98740 -0.76270 -4.30768
H -1.72620 -0.98849 0.81645
Br 8.77272 2.66608 -1.36316
C 9.15487 3.56698 -3.05034
C 7.88420 4.03829 -3.71872
Br 6.94158 2.55640 -4.56767
H 9.73371 2.86887 -3.66118
H 9.78725 4.41751 -2.78140
H 8.11122 4.73328 -4.53142
H 7.18000 4.51060 -3.02840
Br -0.27438 -6.50762 -0.81402
C -0.12832 -8.28804 -0.03106
C -1.35780 -8.63261 0.77711
Br -1.34506 -7.72464 2.50358
H 0.79497 -8.30467 0.55443
H -0.02480 -8.96549 -0.88310
H -1.37474 -9.69896 1.01718
H -2.29358 -8.36124 0.28094
Br 4.51320 -6.19336 -2.49548
C 4.65925 -7.97378 -1.71252
C 3.42978 -8.31835 -0.90436
Br 3.44252 -7.41039 0.82212
H 5.58255 -7.99041 -1.12704
H 4.76277 -8.65123 -2.56456
H 3.41284 -9.38470 -0.66428
H 2.49400 -8.04699 -1.40053
Br -0.90479 5.95763 -0.32493
C -2.11722 6.47715 1.11186
C -2.99251 7.63675 0.69636
Br -2.00425 9.31805 0.73937
H -1.50011 6.69121 1.98872
H -2.72278 5.58808 1.30802
H -3.81434 7.77224 1.40436
H -3.40103 7.53264 -0.31249
Br -5.72755 5.28842 -0.65950
C -6.93998 5.80794 0.77729
C -7.81527 6.96754 0.36179
Br -6.82701 8.64884 0.40480
H -6.32286 6.02200 1.65415
H -7.54553 4.91887 0.97345
H -8.63710 7.10303 1.06979
H -8.22379 6.86343 -0.64706
Br -4.44872 0.31122 1.19496
C -5.57005 0.63232 2.75822
C -5.23880 -0.32943 3.87571
Br -5.98967 -2.09671 3.53192
H -6.60927 0.56874 2.42428
H -5.35203 1.66108 3.05778
H -5.69722 -0.00357 4.81310
H -4.16453 -0.46360 4.02885
```

## Properties
Charge = +1
2S+1 = 1
E_HOMO = -11.11 eV
Frontier orbital gap = 6.39 eV


Entry 3:
Entry from the Open Molecules 2025 dataset: a 11-piece molecular cluster, C28H52Br14N4 overall in a non-equilibrium geometry (ωB97M-V with the def2-TZVPD basis set).

Structure (XYZ):
```
98
Properties=species:S:1:pos:R:3
C 4.09089 -0.81793 -1.77428
C 4.84369 0.34625 -1.25355
N 5.37305 1.27651 -0.91447
H 3.44894 -1.17366 -0.98650
H 4.80751 -1.61299 -1.97591
H 3.63992 -0.64089 -2.74846
C -2.49493 -0.70065 -0.85573
C -1.95622 0.71262 -0.61037
C -0.64218 0.78677 0.14439
C 0.37715 -0.20983 -0.26797
N 1.07207 -1.08634 -0.54450
H -3.39823 -0.64822 -1.48798
H -2.65769 -1.10822 0.14529
H -1.78758 -1.28650 -1.43280
H -2.66101 1.27979 -0.04198
H -1.84625 1.25867 -1.56489
H -0.85202 0.60719 1.20922
H -0.18256 1.74207 -0.11541
C -2.22367 -5.59911 -2.75800
C -0.93734 -4.79517 -2.83969
C -0.79275 -3.75364 -3.95262
C -1.83591 -2.70613 -3.83680
N -2.66262 -1.90748 -3.87496
H -2.33127 -6.17196 -3.65418
H -3.12675 -4.98290 -2.72962
H -2.20783 -6.34609 -1.96087
H -0.13171 -5.53420 -2.95821
H -0.69974 -4.28243 -1.88477
H -0.89851 -4.22520 -4.93547
H 0.18699 -3.28480 -3.90268
C 0.69900 -5.58229 1.25779
C 1.51183 -4.28339 1.41834
C 2.69160 -4.08723 0.48119
C 2.41226 -4.39532 -0.91822
N 2.25547 -4.69164 -1.99734
H 1.38445 -6.42924 1.22694
H 0.22068 -5.59871 0.24493
H 0.04126 -5.66690 2.09538
H 1.87004 -4.16516 2.46164
H 0.88449 -3.42219 1.25875
H 3.53967 -4.74933 0.83873
H 3.12567 -3.10135 0.56741
Br 0.19683 1.06831 -6.08293
C -1.23265 1.35323 -4.71801
C -2.60478 1.48357 -5.26951
Br -3.84754 1.91913 -3.72651
H -0.80804 2.21007 -4.21416
H -1.19143 0.50649 -4.04604
H -3.03662 0.51223 -5.56124
H -2.60968 2.28881 -6.00831
Br 3.02753 -0.47599 1.89542
C 4.72920 0.01112 2.78380
C 5.73695 -1.08193 2.43466
Br 7.37004 -0.76594 3.52433
H 4.54830 0.11454 3.83340
H 5.02790 0.99333 2.35231
H 6.09206 -0.96700 1.40247
H 5.34664 -2.09182 2.73345
Br -1.05747 5.08724 1.17023
C -2.43423 4.17144 0.20946
C -2.66648 4.92254 -1.10819
Br -1.22212 4.74005 -2.33066
H -3.34046 4.16281 0.83356
H -2.00493 3.21142 0.08598
H -2.87257 5.95164 -0.91883
H -3.47005 4.55587 -1.70967
Br -3.85623 5.12549 3.99594
C -2.75124 3.52253 4.05395
C -3.68222 2.34695 3.75306
Br -2.66715 0.67285 3.72034
H -2.35655 3.46973 5.08919
H -1.87426 3.56134 3.36407
H -4.06534 2.42600 2.74476
H -4.51158 2.19107 4.44546
Br 1.26910 1.50417 5.03632
C 2.49602 2.71378 4.07744
C 1.99307 4.12403 4.25348
Br 3.14549 5.39047 3.37271
H 2.38651 2.42668 3.01561
H 3.47889 2.47733 4.41844
H 1.99408 4.38714 5.24221
H 1.02076 4.20011 3.72463
Br 4.35003 5.98288 -0.62311
C 3.25239 4.35911 -0.53221
C 3.15367 3.73789 -1.92611
Br 2.14920 2.05172 -1.99473
H 2.31912 4.72166 -0.06964
H 3.83244 3.69956 0.06961
H 4.15922 3.54346 -2.33190
H 2.59671 4.48854 -2.51155
Br -3.80527 -4.01853 1.65406
C -4.07961 -2.17043 2.08826
C -5.35314 -1.77801 1.38292
Br -5.67527 0.13987 1.37958
H -3.23561 -1.62852 1.66215
H -4.03040 -2.16808 3.19030
H -6.21282 -2.32169 1.75639
H -5.26625 -2.02305 0.36161
```

## Properties
Charge = 0
2S+1 = 1
SMILES string = BrCCBr.BrCCBr.BrCCBr.BrCCBr.BrCCBr.BrCCBr.BrCCBr.CCCC#N.CCCC#N.CCCC#N.CC#N
E_HOMO = -10.17 eV
Frontier orbital gap = 10.25 eV


Entry 4:
Entry from the Open Molecules 2025 dataset: C28H52ClOPRu as an isolated structure in a non-equilibrium geometry (ωB97M-V with the def2-TZVPD basis set).

Structure (XYZ):
```
84
Properties=species:S:1:pos:R:3
Ru -0.09258 0.58818 1.60332
P -0.09823 0.57961 -0.85986
Cl 2.30966 1.15820 1.60409
C -1.83368 1.03410 0.98122
H -2.00443 1.95344 1.75272
H -2.49010 0.29137 1.41270
C 1.11570 -0.48625 -1.76500
C -0.14115 2.37958 -1.28584
C 2.56629 -0.00899 -1.62940
H 1.03037 -1.45581 -1.23843
C 3.52729 -1.08092 -2.16309
H 2.70292 0.92053 -2.20076
H 2.79686 0.22484 -0.58146
C 3.20047 -1.51134 -3.59994
H 4.55342 -0.70023 -2.11598
H 3.47590 -1.95697 -1.50213
C 1.70953 -1.78792 -3.83641
H 3.53222 -0.72650 -4.29292
H 3.77414 -2.41099 -3.85082
C 0.78854 -0.71358 -3.24893
H 1.51137 -1.87648 -4.91155
H 1.44779 -2.75452 -3.38308
H 0.91898 0.23205 -3.79705
H -0.25370 -1.02011 -3.39218
C -1.78517 -0.04705 -1.33576
C 0.50016 2.68137 -2.64485
H -1.21774 2.60664 -1.34597
C 0.29338 4.15301 -3.01647
H 1.57527 2.45445 -2.59381
H 0.07223 2.04259 -3.43201
C 0.76209 5.11655 -1.91806
H 0.82448 4.35939 -3.95306
H -0.77624 4.31660 -3.20957
C 0.22352 4.75587 -0.53156
H 1.85961 5.11547 -1.88834
H 0.45543 6.13560 -2.17902
C 0.43723 3.27414 -0.18358
H 0.69880 5.38164 0.23167
H -0.85329 4.96520 -0.49648
H 1.50999 3.06662 -0.07112
H -0.02456 3.03874 0.79155
C -1.86086 -1.56156 -1.21053
H -2.44858 0.38195 -0.50929
C -3.29707 -2.06140 -1.40367
H -1.21331 -2.02148 -1.96757
H -1.47020 -1.89241 -0.22851
C -3.95214 -1.50225 -2.67419
H -3.29716 -3.15729 -1.44251
H -3.89930 -1.77303 -0.53095
C -3.80505 0.01458 -2.82206
H -3.51483 -1.99376 -3.55338
H -5.01819 -1.75971 -2.67504
C -2.36444 0.50283 -2.63173
H -4.16031 0.33307 -3.80831
H -4.44292 0.51045 -2.07757
H -1.73912 0.18417 -3.47509
H -2.35720 1.60392 -2.63992
C -0.19064 -1.22914 1.97653
C 0.07772 -0.36873 3.32615
H 0.52127 -1.55129 1.05043
C -1.54634 -0.50022 4.20565
H -0.13938 0.87058 3.67453
C -1.79482 -1.97603 4.37518
H -1.39507 0.00361 5.17849
H -2.37807 0.09178 3.70037
C -2.10654 -2.58374 3.00436
H -0.82646 -2.36362 4.76275
H -2.60428 -2.14744 5.09743
C -0.77756 -2.58515 2.23787
H -2.44488 -3.61133 3.14933
H -2.87193 -2.00425 2.45538
H 0.01263 -3.08366 2.82327
H -0.87937 -3.18525 1.34223
C 3.20213 -0.05349 4.82444
C 2.56909 -1.20248 4.12412
C 2.44018 -2.48420 4.93906
O 1.03288 -1.04422 3.95930
H 2.66457 0.22843 5.73566
H 3.29654 0.80852 4.16205
H 4.20115 -0.40065 5.09311
H 3.05217 -1.39374 3.15382
H 3.41317 -2.83089 5.18499
H 1.83562 -2.27552 5.83414
H 1.87405 -3.22405 4.35688
```

## Properties
Energy relative to the best compared isomer or geometry (same formula, charge and spin) = 133.0 kcal/mol
⟨S²⟩ = 8.773
Charge = -1
2S+1 = 6
E_HOMO (spin up / spin down) = -0.55 / -3.25 eV
Frontier orbital gap (spin up / spin down) = 3.43 / 6.10 eV